(1)
{
  "formula": "C25H29Cl3GeMoN4S2",
  "method": "ωB97M-V/def2-TZVPD",
  "species": ["Mo", "S", "C", "C", "N", "C", "S", "C", "N", "C", "C", "C", "C", "C", "C", "C", "C", "C", "C", "C", "C", "N", "C", "C", "C", "C", "C", "N", "C", "C", "C", "C", "H", "H", "H", "H", "H", "H", "H", "H", "H", "H", "H", "H", "H", "H", "H", "H", "H", "H", "H", "H", "H", "H", "H", "H", "H", "H", "H", "H", "H", "Cl", "Ge", "Cl", "Cl"],
  "xyz": [[-0.045, 0.297, 1.201], [0.805, 1.062, 3.456], [2.495, 0.607, 3.457], [3.315, 1.057, 4.503], [3.937, 1.443, 5.425], [3.102, -0.028, 2.396], [2.131, -0.568, 1.049], [4.507, -0.267, 2.311], [5.672, -0.344, 2.192], [0.389, -1.788, -3.571], [1.356, -0.797, -2.851], [2.833, -1.040, -3.217], [0.999, 0.698, -2.975], [1.354, 1.312, -4.197], [1.074, 2.654, -4.416], [0.742, 3.449, -3.367], [0.407, 2.908, -2.113], [-0.140, 3.915, -1.154], [0.416, 3.666, 0.263], [-1.647, 3.954, -1.184], [0.403, 1.495, -1.913], [-0.355, 0.810, -0.881], [-1.297, -0.006, -1.394], [-1.676, -1.173, -0.652], [-2.470, -2.269, -0.959], [-2.529, -3.080, 0.178], [-1.787, -2.450, 1.197], [-1.237, -1.255, 0.716], [-1.559, -2.928, 2.617], [-0.122, -3.545, 2.641], [-2.547, -4.121, 2.874], [-1.714, -1.819, 3.660], [0.849, -2.755, -3.769], [-0.029, -1.428, -4.502], [-0.466, -2.080, -2.930], [1.384, -1.019, -1.778], [2.954, -1.227, -4.287], [3.241, -1.931, -2.713], [3.425, -0.157, -2.967], [1.677, 0.764, -5.079], [1.239, 3.090, -5.398], [0.683, 4.522, -3.559], [0.271, 4.879, -1.468], [0.272, 2.651, 0.591], [-0.130, 4.375, 0.932], [1.485, 3.853, 0.283], [-2.110, 3.063, -0.725], [-1.910, 4.049, -2.244], [-2.066, 4.829, -0.719], [-1.704, 0.124, -2.405], [-2.890, -2.399, -1.972], [-3.036, -4.059, 0.237], [0.000, -4.245, 1.803], [-0.003, -4.178, 3.508], [0.681, -2.831, 2.559], [-2.416, -4.962, 2.178], [-3.623, -3.814, 2.898], [-2.331, -4.560, 3.861], [-0.822, -1.164, 3.725], [-1.796, -2.236, 4.681], [-2.616, -1.183, 3.484], [-3.747, 0.894, 1.029], [-1.991, 1.871, 1.830], [1.229, 3.145, 3.643], [-2.518, 2.270, 3.973]],
  "lowdin_charge": [0.8461, 0.4921, -0.6697, -0.2926, 0.2205, -0.6389, 0.6643, -0.2135, 0.2335, -0.0402, -0.3595, -0.0690, -0.1141, -0.0202, -0.0643, -0.0366, -0.1416, -0.3812, -0.1163, -0.0533, -0.1340, -0.0930, -0.0625, -0.3390, -0.0059, 0.0004, -0.2095, -0.1082, -0.5153, -0.0298, -0.0515, -0.0469, 0.0810, 0.0793, 0.0509, 0.0807, 0.0797, 0.0888, 0.0856, 0.1258, 0.1190, 0.1277, 0.1395, -0.0658, 0.0926, 0.0923, 0.0335, 0.0991, 0.0818, 0.1632, 0.1379, 0.1254, 0.0993, 0.0865, 0.0430, 0.0836, 0.1072, 0.0892, 0.0265, 0.1041, 0.0879, 0.1606, 0.2631, 0.3133, 0.0672],
  "orbital_gap_ev": [5.48, 5.36],
  "s_squared": 3.7859,
  "homo_ha": [-0.419, -0.420],
  "charge": 1,
  "molar_mass_da": 724.6,
  "multiplicity": 4,
  "lumo_ev": [-5.9, -6.1],
  "total_energy_ha": -5510.85093
}



(2)
{
  "formula": "C24H60N4Na5O12P",
  "method": "ωB97M-V/def2-TZVPD",
  "species": ["Na", "Na", "Na", "Na", "Na", "P", "O", "O", "O", "O", "C", "O", "C", "C", "N", "C", "C", "O", "C", "H", "H", "H", "H", "H", "H", "H", "H", "H", "H", "H", "H", "H", "H", "H", "C", "O", "C", "C", "N", "C", "C", "O", "C", "H", "H", "H", "H", "H", "H", "H", "H", "H", "H", "H", "H", "H", "H", "H", "C", "O", "C", "C", "N", "C", "C", "O", "C", "H", "H", "H", "H", "H", "H", "H", "H", "H", "H", "H", "H", "H", "H", "H", "C", "O", "C", "C", "N", "C", "C", "O", "C", "H", "H", "H", "H", "H", "H", "H", "H", "H", "H", "H", "H", "H", "H", "H"],
  "xyz": [[3.270, -1.323, -0.205], [3.444, 3.045, 0.290], [2.997, 0.990, 3.111], [-0.001, 2.955, 1.730], [0.297, 1.304, -1.888], [1.555, 0.835, 0.683], [1.019, 0.899, 2.129], [3.124, 0.750, 0.839], [1.278, 2.224, -0.004], [1.066, -0.283, -0.256], [3.443, -2.661, -3.482], [2.842, -3.154, -2.284], [1.473, -3.018, -2.301], [0.919, -3.657, -0.969], [1.233, -2.807, 0.176], [0.583, -3.290, 1.415], [1.071, -4.642, 1.919], [0.226, -5.682, 1.520], [0.577, -6.972, 1.955], [2.979, -3.126, -4.352], [4.530, -2.726, -3.519], [3.294, -1.589, -3.609], [1.084, -3.493, -3.202], [1.219, -1.962, -2.386], [1.345, -4.651, -0.827], [-0.169, -3.675, -1.030], [0.863, -1.877, 0.042], [-0.489, -3.418, 1.259], [0.790, -2.522, 2.160], [1.116, -4.371, 2.974], [2.073, -4.814, 1.526], [1.612, -7.099, 1.639], [-0.113, -7.748, 1.624], [0.487, -7.118, 3.031], [-5.519, 4.917, 4.211], [-4.579, 3.997, 3.705], [-5.223, 2.873, 3.096], [-4.097, 1.871, 2.596], [-3.564, 1.272, 3.856], [-2.449, 0.371, 3.535], [-1.960, -0.320, 4.819], [-2.616, -1.485, 5.136], [-3.897, -1.269, 5.762], [-4.959, 5.620, 4.827], [-6.267, 4.422, 4.830], [-6.035, 5.428, 3.398], [-5.888, 3.237, 2.313], [-5.946, 2.332, 3.706], [-3.325, 2.426, 2.063], [-4.487, 1.061, 1.979], [-3.301, 2.018, 4.484], [-1.615, 0.986, 3.196], [-2.738, -0.361, 2.781], [-2.022, 0.376, 5.655], [-0.893, -0.538, 4.762], [-4.587, -0.598, 5.250], [-3.777, -0.997, 6.811], [-4.391, -2.240, 5.783], [4.785, 6.085, 0.200], [4.936, 4.803, -0.401], [4.911, 4.809, -1.824], [5.138, 3.373, -2.346], [4.062, 2.467, -1.889], [4.304, 1.053, -2.143], [5.520, 0.439, -1.451], [5.392, -0.990, -1.533], [6.684, -1.694, -1.243], [5.020, 5.997, 1.261], [3.734, 6.344, 0.074], [5.392, 6.901, -0.193], [5.777, 5.429, -2.055], [3.978, 5.183, -2.245], [6.127, 3.220, -1.912], [5.299, 3.289, -3.421], [3.222, 2.633, -2.426], [4.418, 0.878, -3.213], [3.426, 0.460, -1.890], [5.491, 0.744, -0.405], [6.436, 0.703, -1.980], [6.610, -2.723, -1.595], [6.954, -1.738, -0.188], [7.594, -1.416, -1.775], [-5.472, 0.466, -5.089], [-4.286, 0.928, -4.397], [-3.255, 0.001, -4.489], [-1.963, 0.557, -3.812], [-2.170, 0.609, -2.336], [-1.951, -0.651, -1.701], [-2.393, -0.600, -0.205], [-3.856, -0.386, -0.001], [-4.716, -1.408, -0.553], [-5.121, 0.217, -6.090], [-6.314, 1.156, -5.035], [-5.825, -0.477, -4.671], [-2.971, -0.094, -5.537], [-3.510, -1.005, -4.156], [-1.760, 1.594, -4.082], [-1.053, -0.021, -3.972], [-3.109, 0.883, -2.081], [-0.912, -0.962, -1.814], [-2.542, -1.455, -2.139], [-1.806, 0.184, 0.275], [-2.039, -1.534, 0.233], [-4.466, -2.410, -0.207], [-4.888, -1.334, -1.627], [-5.727, -1.231, -0.185]],
  "lowdin_charge": [0.4582, 0.5087, 0.7108, 0.6686, 0.5397, 0.0338, -0.4246, -0.4208, -0.4500, -0.3585, -0.0693, -0.1775, -0.2223, -0.1295, -0.0934, -0.1811, -0.2379, -0.1824, -0.0878, 0.1006, 0.0947, 0.0726, 0.1299, 0.0962, 0.1307, 0.1188, 0.0141, 0.1144, 0.1098, 0.1196, 0.1277, 0.0926, 0.0962, 0.0884, -0.0808, -0.2014, -0.1798, -0.0728, 0.1634, -0.0971, -0.2160, -0.1061, -0.0311, 0.1020, 0.0989, 0.1012, 0.1326, 0.1294, 0.1340, 0.1255, 0.1554, 0.1288, 0.1443, 0.1347, 0.1378, 0.0899, 0.1096, 0.1086, -0.0635, -0.2438, -0.1812, -0.1442, -0.0749, -0.1925, -0.1881, -0.2175, -0.0221, 0.0973, 0.0916, 0.1064, 0.1405, 0.1315, 0.1305, 0.1374, 0.1179, 0.1323, 0.0969, 0.1213, 0.1339, 0.0911, 0.0909, 0.0957, -0.0512, -0.1852, -0.2392, -0.1332, -0.0791, -0.2355, -0.1431, -0.2156, -0.0727, 0.0924, 0.0992, 0.0836, 0.1249, 0.1220, 0.1184, 0.1183, 0.1131, 0.0941, 0.1146, 0.0957, 0.1133, 0.1004, 0.0832, 0.0916],
  "orbital_gap_ev": [6.58, 3.28],
  "s_squared": 0.7553,
  "homo_ha": [-0.540, -0.540],
  "charge": 3,
  "molar_mass_da": 742.7,
  "multiplicity": 2,
  "lumo_ev": [-8.1, -11.4],
  "total_energy_ha": -3224.50988
}



(3)
{
  "formula": "C24H64N4O10",
  "method": "ωB97M-V/def2-TZVPD",
  "species": ["C", "O", "C", "C", "N", "C", "C", "O", "C", "H", "H", "H", "H", "H", "H", "H", "H", "H", "H", "H", "H", "H", "H", "H", "C", "O", "C", "C", "N", "C", "C", "O", "C", "H", "H", "H", "H", "H", "H", "H", "H", "H", "H", "H", "H", "H", "H", "H", "C", "O", "C", "C", "N", "C", "C", "O", "C", "H", "H", "H", "H", "H", "H", "H", "H", "H", "H", "H", "H", "H", "H", "H", "C", "O", "C", "C", "N", "C", "C", "O", "C", "H", "H", "H", "H", "H", "H", "H", "H", "H", "H", "H", "H", "H", "H", "H", "O", "H", "H", "O", "H", "H"],
  "xyz": [[8.981, -11.852, -15.343], [8.359, -10.970, -14.356], [8.416, -11.196, -12.919], [7.795, -10.071, -12.126], [8.584, -8.878, -12.349], [8.162, -7.548, -11.792], [8.032, -7.483, -10.292], [7.438, -6.201, -10.162], [7.044, -5.647, -8.888], [8.276, -12.681, -15.280], [10.007, -12.142, -15.117], [9.029, -11.344, -16.306], [9.432, -11.170, -12.525], [7.980, -12.194, -12.874], [7.779, -10.080, -11.036], [6.789, -9.913, -12.515], [9.269, -8.939, -13.089], [7.372, -7.070, -12.371], [8.932, -6.786, -11.909], [9.044, -7.603, -9.905], [7.474, -8.250, -9.755], [7.971, -5.637, -8.313], [6.242, -6.200, -8.399], [6.573, -4.669, -8.981], [5.790, -2.823, -22.470], [5.335, -3.168, -21.212], [5.991, -4.254, -20.588], [5.171, -4.726, -19.384], [5.797, -5.554, -18.488], [4.789, -5.934, -17.489], [5.087, -7.434, -16.991], [6.356, -7.446, -16.341], [6.514, -8.670, -15.531], [5.062, -2.188, -22.976], [5.911, -3.657, -23.162], [6.774, -2.357, -22.407], [6.963, -3.874, -20.272], [6.238, -5.077, -21.258], [4.251, -5.102, -19.832], [4.847, -3.853, -18.818], [6.240, -6.341, -18.939], [3.835, -5.911, -18.017], [4.630, -5.299, -16.617], [5.191, -8.132, -17.821], [4.229, -7.734, -16.389], [6.608, -9.548, -16.170], [5.538, -8.802, -15.063], [7.343, -8.613, -14.826], [4.056, -13.703, -11.804], [3.726, -13.682, -10.343], [4.861, -13.640, -9.543], [4.375, -13.640, -8.097], [5.407, -13.381, -7.174], [4.976, -12.626, -6.001], [3.606, -12.986, -5.332], [3.490, -12.683, -3.978], [3.417, -11.308, -3.674], [4.634, -14.587, -12.073], [4.511, -12.795, -12.202], [3.140, -13.759, -12.392], [5.169, -12.623, -9.786], [5.635, -14.358, -9.811], [3.835, -14.568, -7.909], [3.683, -12.820, -7.906], [5.773, -14.283, -6.905], [4.954, -11.598, -6.361], [5.793, -12.725, -5.287], [3.641, -14.075, -5.290], [2.707, -12.739, -5.896], [3.266, -11.327, -2.595], [2.524, -10.929, -4.171], [4.273, -10.705, -3.975], [-3.579, -10.607, -7.800], [-2.711, -10.921, -8.853], [-2.730, -10.188, -10.140], [-1.500, -10.733, -10.860], [-1.461, -10.098, -12.234], [-0.392, -10.591, -13.077], [-0.136, -9.516, -14.263], [0.950, -10.050, -15.004], [2.247, -9.564, -14.570], [-4.537, -11.124, -7.863], [-3.778, -9.542, -7.684], [-3.310, -10.702, -6.748], [-2.543, -9.149, -9.869], [-3.638, -10.498, -10.657], [-1.634, -11.812, -10.940], [-0.649, -10.672, -10.183], [-2.253, -9.671, -12.692], [-0.565, -11.590, -13.476], [0.549, -10.612, -12.526], [-0.125, -8.566, -13.729], [-1.047, -9.539, -14.860], [2.563, -10.187, -13.733], [2.221, -8.479, -14.468], [2.935, -9.778, -15.387], [4.867, -11.614, -14.422], [4.559, -12.340, -14.965], [5.657, -11.302, -14.863], [4.047, -13.811, -16.375], [3.568, -13.056, -16.716], [3.590, -14.569, -16.741]],
  "lowdin_charge": [-0.0558, -0.2598, -0.1852, -0.2140, -0.0781, -0.1770, -0.2357, -0.2129, -0.0758, 0.0836, 0.0806, 0.0836, 0.1174, 0.1199, 0.1135, 0.1091, 0.1041, 0.1130, 0.1187, 0.1210, 0.1124, 0.0854, 0.0772, 0.0820, -0.1410, -0.1810, -0.2096, -0.2907, -0.0667, -0.1563, -0.2038, -0.1944, -0.0617, 0.0891, 0.0808, 0.0865, 0.1222, 0.1190, 0.1159, 0.1319, 0.1179, 0.0969, 0.1184, 0.1145, 0.0943, 0.0756, 0.0681, 0.0723, -0.0541, -0.2025, -0.2482, -0.2425, -0.0861, -0.1940, -0.2361, -0.1951, -0.1048, 0.0811, 0.0577, 0.0781, 0.1188, 0.1228, 0.1254, 0.1172, 0.1103, 0.1105, 0.1229, 0.1219, 0.1195, 0.0917, 0.0865, 0.0838, -0.1496, -0.2143, -0.1651, -0.1846, -0.0819, -0.2087, -0.2048, -0.2073, -0.0837, 0.0794, 0.0746, 0.0776, 0.1228, 0.1235, 0.1100, 0.1189, 0.1081, 0.1087, 0.1039, 0.1126, 0.1078, 0.0779, 0.0874, 0.0635, -0.0423, -0.0018, 0.0136, -0.0413, 0.0401, 0.0452],
  "orbital_gap_ev": 8.43,
  "homo_ha": -0.300,
  "molar_mass_da": 568.8,
  "smiles": "COCCNCCOC.COCCNCCOC.COCCNCCOC.COCCNCCOC.O.O",
  "lumo_ev": 0.3,
  "total_energy_ha": -1923.85698
}